The following is a DFT calculation (ωB97M-V/def2-TZVPD) of a 2-piece molecular cluster, C6H12O overall.

Each line ends with the Mulliken charge.
Atoms and positions in Å:
1 C -0.224 0.758 -1.562  -1.137
2 C -0.358 0.927 -0.072  0.758
3 C -0.407 2.161 0.449  -0.742
4 C 0.410 -0.377 2.006  -0.818
5 C -0.268 -0.121 0.899  0.450
6 C -1.113 -1.304 0.361  -1.150
7 H -1.073 1.290 -2.174  0.330
8 H -0.331 -0.253 -1.921  0.278
9 H 0.716 1.071 -2.005  0.261
10 H 0.173 2.426 1.449  0.142
11 H -0.882 3.035 -0.033  0.306
12 H 0.652 -1.375 2.380  0.314
13 H 0.582 0.539 2.716  0.137
14 H -0.865 -1.605 -0.674  0.254
15 H -2.181 -0.806 0.370  0.278
16 H -1.042 -2.221 1.061  0.347
17 H 2.408 -1.064 -0.457  0.317
18 H 1.458 -1.721 -1.441  0.314
19 O 2.346 -1.359 -1.353  -0.640

Total energy, a.u.: -310.925604
HOMO, eV: -8.45
SMILES: C=C(C)C(=C)C.O
ΔE to the lowest compared entry with this formula, charge and spin, kcal per mole: 83.9
Gap between HOMO and LUMO, Ha: 0.33481
LUMO, eV: 0.66